1.
# C26H35BCl60NO2

21 unconnected molecules or ions with the total composition C26H35BCl60NO2 at a distorted geometry (ωB97M-V/def2-TZVPD, the OMol25 dataset).

* total charge: +1
* HOMO: -11.9379 eV
* orbital gap: 9.84 eV

```
125
Properties=species:S:1:pos:R:3:mulliken_charge:R:1
C 4.021 -2.610 4.041 -1.3074
C 3.447 -3.002 2.671 0.0178
B 3.188 -1.819 1.692 0.5260
O 2.280 -1.951 0.694 -0.4907
C 3.959 -0.368 1.792 0.1547
O 3.512 0.408 0.665 -0.6081
C 5.490 -0.295 1.851 -0.4591
C 5.897 0.356 3.184 -0.7461
C 4.689 1.253 3.512 -0.5990
N 3.522 0.498 2.938 0.7582
H 4.245 -3.508 4.615 0.4692
H 3.283 -2.070 4.641 0.3043
H 4.951 -2.054 3.967 0.1668
H 2.485 -3.495 2.828 0.3287
H 4.079 -3.753 2.202 -0.0214
H 1.611 -1.250 0.691 0.2394
H 3.855 0.005 -0.143 0.3191
H 5.722 0.483 1.119 0.4449
H 6.043 -1.171 1.517 -0.0977
H 6.733 1.030 3.032 0.4050
H 6.060 -0.385 3.958 0.3637
H 4.783 2.260 3.123 0.3888
H 4.552 1.265 4.590 0.3681
H 2.693 1.028 2.669 -0.1909
H 3.229 -0.138 3.686 0.2246
C -0.101 1.189 3.989 -0.3334
Cl 0.550 2.258 2.743 0.0383
Cl -0.137 -0.468 3.388 0.0932
Cl 0.842 1.295 5.472 -0.1261
H -1.116 1.499 4.211 0.4059
C 1.272 5.857 4.148 0.6868
Cl -0.228 5.305 4.891 -0.0073
Cl 1.013 7.264 3.119 -0.0498
Cl 2.512 6.166 5.361 -0.1439
H 1.624 5.057 3.509 -0.4737
C -2.451 1.925 -0.017 -0.0753
Cl -2.101 0.295 0.563 0.1853
Cl -2.357 3.078 1.306 -0.0236
Cl -1.322 2.380 -1.300 -0.1248
H -3.455 1.943 -0.423 0.1155
C 3.317 5.540 0.130 0.1449
Cl 5.014 5.380 0.579 -0.1517
Cl 3.090 5.324 -1.598 -0.0381
Cl 2.322 4.397 1.050 -0.0283
H 2.988 6.537 0.395 -0.0248
C -2.541 4.231 8.465 -0.0409
Cl -0.905 4.121 9.105 -0.1176
Cl -2.534 4.062 6.707 -0.0808
Cl -3.588 3.020 9.205 -0.1145
H -2.935 5.209 8.707 0.3377
C -3.343 0.137 -3.334 0.5577
Cl -2.940 -1.459 -2.707 -0.0850
Cl -3.392 0.127 -5.093 -0.1314
Cl -4.866 0.696 -2.642 -0.1113
H -2.571 0.830 -3.032 -0.2551
C 4.415 -6.934 0.688 -0.0610
Cl 3.711 -5.367 0.293 -0.0461
Cl 6.171 -6.828 0.673 -0.1228
Cl 3.832 -7.500 2.255 -0.1189
H 4.110 -7.649 -0.064 0.3737
C 7.365 -3.150 -1.279 -0.0034
Cl 6.708 -1.608 -1.841 -0.1176
Cl 9.120 -3.133 -1.298 -0.1029
Cl 6.755 -3.543 0.331 -0.0857
H 7.022 -3.920 -1.957 0.3153
C 4.232 3.061 -4.976 0.0974
Cl 5.377 3.641 -6.177 -0.1089
Cl 2.878 4.185 -4.797 -0.1335
Cl 3.648 1.447 -5.374 -0.1034
H 4.740 3.007 -4.022 0.2585
C -7.090 -1.736 -0.364 -0.2420
Cl -5.366 -1.601 0.019 -0.0070
Cl -7.302 -2.066 -2.077 -0.0491
Cl -7.849 -2.977 0.629 -0.1114
H -7.562 -0.789 -0.138 0.3938
C 1.989 10.007 -0.458 0.0188
Cl 2.819 8.655 -1.237 -0.0984
Cl 1.155 10.988 -1.654 -0.1166
Cl 0.863 9.418 0.766 -0.1052
H 2.729 10.625 0.032 0.3174
C -4.131 -0.287 7.679 0.2185
Cl -5.527 -0.947 6.833 -0.1100
Cl -3.582 -1.376 8.946 -0.1128
Cl -2.821 0.057 6.541 -0.0110
H -4.420 0.648 8.135 0.0089
C -2.861 -3.364 2.081 0.6273
Cl -2.810 -2.543 3.641 -0.0634
Cl -1.353 -3.097 1.183 -0.0857
Cl -3.168 -5.081 2.275 -0.1259
H -3.670 -2.937 1.502 -0.3868
C -5.794 -5.949 -3.244 -0.0839
Cl -7.256 -6.831 -3.686 -0.0827
Cl -5.414 -4.719 -4.450 -0.0922
Cl -5.967 -5.228 -1.646 -0.0634
H -4.974 -6.653 -3.214 0.3349
C 3.854 -11.167 3.081 0.3059
Cl 2.286 -11.888 2.727 -0.1183
Cl 4.648 -11.997 4.416 -0.1195
Cl 4.880 -11.157 1.646 -0.1237
H 3.690 -10.140 3.376 0.0493
C -10.901 -6.826 -4.582 0.3486
Cl -11.625 -6.425 -6.137 -0.1252
Cl -10.953 -5.446 -3.487 -0.1093
Cl -11.685 -8.232 -3.864 -0.1219
H -9.863 -7.075 -4.755 0.0036
C 0.232 2.554 -7.553 0.1903
Cl 1.053 1.154 -8.232 -0.1159
Cl -0.660 3.430 -8.796 -0.1065
Cl -0.846 2.060 -6.248 -0.0249
H 0.982 3.219 -7.144 0.0685
C -2.806 -2.466 -7.699 0.4583
Cl -2.644 -4.121 -7.110 -0.1343
Cl -1.225 -1.720 -7.937 -0.0774
Cl -3.759 -2.414 -9.179 -0.1208
H -3.331 -1.900 -6.942 -0.1269
C -0.203 6.254 -11.414 0.3621
Cl -0.482 7.969 -11.117 -0.1234
Cl -0.919 5.753 -12.943 -0.1176
Cl 1.519 5.878 -11.369 -0.1207
H -0.684 5.697 -10.621 -0.0093
C -5.649 5.481 1.674 -0.0783
Cl -4.931 6.511 0.441 -0.1100
Cl -5.852 3.833 1.074 -0.0931
Cl -4.677 5.491 3.148 -0.0724
H -6.628 5.871 1.915 0.3631
```



2.
# C26H35BFN2O8

2 unconnected molecules or ions with the total composition C26H35BFN2O8 at a distorted geometry (ωB97M-V/def2-TZVPD, the OMol25 dataset).

* total charge: +1
* HOMO: -10.0752 eV
* orbital gap: 5.47 eV

```
73
Properties=species:S:1:pos:R:3:mulliken_charge:R:1
C -3.233 -3.342 0.025 -0.4341
C -3.099 -2.236 -0.791 -0.3030
C -2.658 -2.398 -2.168 0.6378
O -2.153 -3.414 -2.567 -0.5290
O -2.810 -1.325 -3.033 -0.3752
C -1.944 -0.233 -2.727 -0.1673
C -1.855 0.688 -3.948 -0.7599
C -2.597 2.014 -3.761 -0.8504
C -2.052 2.914 -2.648 -0.7231
C -0.542 3.183 -2.717 -0.6055
C 0.291 2.130 -1.985 -0.4217
O 1.431 2.800 -1.379 -0.2891
C 2.340 1.993 -0.839 0.0919
O 2.413 0.810 -0.993 -0.5418
C 3.326 2.808 -0.032 1.2991
C 3.951 3.849 -0.719 -0.7441
C 4.827 4.661 -0.041 -0.6241
N 5.020 4.417 1.251 0.4934
F 5.851 5.276 1.879 -0.1959
C 4.471 3.435 1.981 -0.1620
B 4.875 3.358 3.551 0.6847
O 6.192 3.285 3.836 -0.4968
O 3.908 3.370 4.504 -0.5282
C 2.911 4.417 4.414 -0.1649
C 1.550 3.910 3.952 -1.0682
C 3.586 2.569 1.327 0.1810
C 2.964 1.432 2.077 -1.2799
C 3.499 0.042 1.613 -0.6002
C 4.460 -0.575 2.646 -0.7604
N 4.758 -1.983 2.344 -0.6855
H -4.003 -4.092 -0.155 0.3319
H -2.595 -3.446 0.902 0.2236
H -3.344 -1.258 -0.386 0.3045
H -2.333 0.316 -1.862 0.0773
H -0.952 -0.592 -2.433 0.4040
H -2.306 0.125 -4.764 0.4008
H -0.813 0.861 -4.220 0.3322
H -2.570 2.556 -4.707 0.3773
H -3.628 1.763 -3.504 0.3326
H -2.295 2.544 -1.650 0.4220
H -2.549 3.881 -2.745 0.3388
H -0.195 3.285 -3.746 0.3124
H -0.316 4.130 -2.220 0.3732
H 0.621 1.371 -2.688 0.3568
H -0.289 1.653 -1.196 0.2883
H 3.742 4.015 -1.764 0.6196
H 5.350 5.481 -0.510 0.4865
H 6.396 3.727 4.670 0.3440
H 3.263 5.263 3.819 0.2352
H 2.794 4.788 5.430 0.4969
H 1.345 4.139 2.905 0.2463
H 0.765 4.379 4.542 0.4068
H 1.470 2.836 4.104 0.2183
H 1.880 1.443 1.952 0.5768
H 3.160 1.495 3.143 0.4046
H 4.048 0.115 0.678 0.3681
H 2.655 -0.636 1.503 0.3975
H 4.052 -0.504 3.653 0.4353
H 5.421 -0.061 2.558 0.2980
H 3.916 -2.528 2.508 0.2895
H 4.903 -2.066 1.342 0.2804
C -6.608 -8.574 -2.001 -0.3486
C -5.899 -7.459 -2.149 -0.3881
C -5.677 -6.535 -1.011 0.3848
O -5.029 -5.516 -1.152 -0.4841
C -6.270 -6.898 0.298 -0.2793
C -6.979 -8.013 0.448 -0.3896
C -7.205 -8.941 -0.691 0.3371
O -7.849 -9.957 -0.553 -0.5303
H -6.785 -9.264 -2.816 0.3961
H -5.455 -7.172 -3.093 0.4306
H -6.093 -6.208 1.114 0.4119
H -7.423 -8.298 1.394 0.4019
```



3.
# C26H35ClN6O

5 unconnected molecules or ions with the total composition C26H35ClN6O at a distorted geometry (ωB97M-V/def2-TZVPD, the OMol25 dataset).

* HOMO: -8.2953 eV
* orbital gap: 8.99 eV
* SMILES: CCCNNC[C@@H](Cl)OC.c1ccncc1.c1ccncc1.c1ccncc1.c1ccncc1

```
69
Properties=species:S:1:pos:R:3:nbo_charge:R:1
C 4.603 -4.216 1.252 -0.6425
C 5.651 -3.030 0.713 -0.4326
C 4.794 -1.906 -0.133 -0.2485
N 4.328 -0.721 0.727 -0.5074
N 2.942 -0.557 0.577 -0.4886
C 2.233 -1.216 1.739 -0.2889
C 0.593 -1.209 1.644 0.1552
Cl 0.074 0.569 2.020 -0.1225
O 0.047 -1.526 0.316 -0.5747
C 0.461 -2.856 -0.159 -0.2958
H 3.625 -4.231 0.570 0.1950
H 5.080 -5.294 1.149 0.2234
H 4.227 -3.977 2.339 0.2158
H 6.035 -2.487 1.692 0.2266
H 6.518 -3.479 0.065 0.2164
H 5.435 -1.541 -1.072 0.1931
H 3.811 -2.382 -0.615 0.2046
H 4.846 0.119 0.367 0.3666
H 2.790 0.490 0.677 0.3616
H 2.585 -2.351 1.757 0.2143
H 2.603 -0.736 2.761 0.2136
H 0.118 -1.848 2.527 0.2163
H 1.036 -2.687 -1.191 0.2205
H 1.074 -3.490 0.613 0.1990
H -0.540 -3.455 -0.408 0.2011
N 0.150 0.659 -2.975 -0.4286
C -0.527 0.955 -4.106 0.0260
C -1.807 0.502 -4.378 -0.2693
C -2.433 -0.309 -3.437 -0.1699
C -1.761 -0.633 -2.263 -0.2648
C -0.483 -0.129 -2.079 0.0076
H 0.005 1.588 -4.811 0.1884
H -2.305 0.774 -5.303 0.2291
H -3.436 -0.684 -3.616 0.2201
H -2.221 -1.263 -1.510 0.2163
H 0.081 -0.351 -1.178 0.2321
N -4.785 -0.612 -6.238 -0.4262
C -5.731 0.248 -5.800 0.0283
C -7.074 0.144 -6.122 -0.2623
C -7.475 -0.902 -6.946 -0.1634
C -6.524 -1.802 -7.415 -0.2626
C -5.204 -1.618 -7.035 0.0331
H -5.368 1.049 -5.162 0.1962
H -7.791 0.862 -5.739 0.2227
H -8.520 -1.015 -7.221 0.2179
H -6.804 -2.628 -8.060 0.2223
H -4.425 -2.296 -7.372 0.1965
N 1.430 -0.014 6.526 -0.4172
C 0.763 0.500 5.469 0.0242
C -0.482 1.101 5.562 -0.2561
C -1.083 1.178 6.813 -0.1704
C -0.422 0.656 7.921 -0.2647
C 0.821 0.077 7.728 0.0294
H 1.273 0.412 4.514 0.1970
H -0.970 1.500 4.680 0.2226
H -2.059 1.642 6.925 0.2161
H -0.865 0.700 8.909 0.2204
H 1.379 -0.341 8.561 0.1939
N 1.429 6.417 1.597 -0.4175
C 1.618 5.750 0.437 0.0295
C 1.164 4.461 0.208 -0.2663
C 0.478 3.813 1.229 -0.1669
C 0.269 4.473 2.436 -0.2677
C 0.758 5.763 2.569 0.0291
H 2.162 6.296 -0.328 0.1929
H 1.342 3.974 -0.744 0.2270
H 0.108 2.802 1.087 0.2248
H -0.261 3.996 3.251 0.2166
H 0.617 6.322 3.490 0.1924
```